(1)
{"formula": "C6H9N", "method": "ωB97M-V/def2-TZVPD", "orbital_gap_ev": 8.4983, "de_lowest_ev": 3.771, "fmax_ha_per_bohr": 0.0087, "total_energy_ev": -7854.3887, "symbols": ["C", "C", "C", "C", "C", "C", "N", "H", "H", "H", "H", "H", "H", "H", "H", "H"], "positions_angstrom": [[-1.7233, -0.6072, 1.5665], [-0.8878, -0.1152, 0.4276], [-0.5810, 1.1498, 0.0283], [0.2090, 1.1385, -1.2064], [1.9539, 0.5900, -0.7604], [0.4783, -0.2498, -1.3398], [-0.2742, -1.0050, -0.4362], [-1.1370, -1.2399, 2.2436], [-2.1044, 0.2399, 2.1419], [-2.5797, -1.1964, 1.2176], [-0.9130, 2.0472, 0.5397], [2.2848, -0.1684, -0.0384], [2.0102, 1.5549, -0.2678], [2.5992, 0.6206, -1.6364], [0.8542, -0.7647, -2.2196], [-0.1892, -1.9943, -0.2602]], "forces_ev_per_a": [[0.0, 0.0, 0.0], [0.1, 0.1, 0.0], [-0.1, 0.0, 0.1], [-0.1, -0.2, 0.1], [0.4, 0.1, 0.1], [-0.2, -0.1, -0.2], [0.1, 0.1, 0.2], [-0.1, 0.1, -0.1], [0.1, -0.1, -0.1], [0.1, 0.1, 0.0], [-0.1, -0.2, -0.1], [-0.2, 0.0, -0.1], [0.0, -0.1, 0.0], [-0.1, -0.1, 0.1], [-0.1, 0.2, 0.1], [0.0, 0.1, -0.1]]}

(2)
{"formula": "C43H53BrIO13P", "method": "ωB97M-V/def2-TZVPD", "orbital_gap_ev": 7.7828, "fmax_ha_per_bohr": 0.0521, "smiles": "C=CC1=C(Br)C(=O)c2c(CCC(C)C)c(CCP(=O)(OCC)OCC)c([C@H](I)CC)c([C@H](C)CCC)c2C1=O.O=C1C=C(O)C(=O)C=C1O.O=C1C=C(O)C(=O)C=C1O", "total_energy_ev": -159498.8640, "symbols": ["C", "C", "C", "C", "Br", "C", "O", "C", "C", "C", "C", "C", "C", "C", "C", "C", "C", "P", "O", "O", "C", "C", "O", "C", "C", "C", "C", "I", "C", "C", "C", "C", "C", "C", "C", "C", "C", "C", "O", "H", "H", "H", "H", "H", "H", "H", "H", "H", "H", "H", "H", "H", "H", "H", "H", "H", "H", "H", "H", "H", "H", "H", "H", "H", "H", "H", "H", "H", "H", "H", "H", "H", "H", "H", "H", "H", "H", "H", "H", "H", "H", "H", "H", "H", "O", "C", "C", "C", "O", "C", "O", "C", "C", "O", "H", "H", "H", "H", "O", "C", "C", "C", "O", "C", "O", "C", "C", "O", "H", "H", "H", "H"], "positions_angstrom": [[-4.8130, 1.8584, -1.2504], [-3.4905, 2.0928, -1.2262], [-2.6045, 0.9106, -1.1213], [-2.1251, 0.3984, 0.0001], [-2.5214, 1.1983, 1.6871], [-1.2298, -0.8155, -0.0190], [-1.2934, -1.6683, 0.8406], [-0.3075, -0.8568, -1.2175], [0.9622, -1.3718, -1.1407], [1.4295, -1.9726, 0.1844], [0.9236, -3.4258, 0.4296], [2.0184, -4.5039, 0.5886], [2.4129, -5.1312, -0.7935], [3.2384, -4.0700, 1.4309], [1.7947, -1.3377, -2.2583], [3.1993, -1.8911, -2.1319], [4.1830, -1.1303, -1.1841], [4.0435, 0.6711, -0.9869], [4.7978, 1.0191, 0.2339], [2.5402, 1.1700, -0.8034], [2.3772, 2.3340, 0.0524], [0.9939, 2.9292, -0.1911], [4.7952, 1.4376, -2.2199], [6.1414, 1.8334, -1.9018], [6.8709, 2.2761, -3.1888], [1.2875, -0.8256, -3.4443], [2.1379, -0.8159, -4.7044], [2.4666, -2.8370, -5.4546], [3.4540, -0.0213, -4.5700], [3.8517, 0.6686, -5.9131], [0.0017, -0.3106, -3.5230], [-0.5641, 0.3041, -4.7980], [-0.7073, -0.7343, -5.9567], [0.2331, 1.5900, -5.2343], [-0.6780, 2.7954, -5.4745], [-1.4825, 2.6574, -6.8051], [-0.8043, -0.3403, -2.4143], [-2.2229, 0.1498, -2.3896], [-3.0720, -0.0534, -3.2327], [-5.2040, 1.1034, -0.5663], [-5.4959, 2.3324, -1.9513], [-3.1136, 3.1115, -1.3097], [0.9612, -1.3503, 0.9511], [2.4971, -1.8359, 0.3178], [0.3128, -3.4342, 1.3337], [0.2751, -3.7365, -0.3960], [1.5488, -5.3333, 1.1326], [3.4919, -5.2428, -0.9141], [1.9348, -6.1114, -0.8803], [1.9534, -4.5170, -1.5730], [4.0580, -3.8271, 0.7361], [3.6261, -4.8485, 2.0877], [3.0321, -3.1326, 1.9557], [3.1041, -2.9067, -1.7347], [3.6981, -2.0285, -3.0833], [4.2348, -1.5321, -0.1724], [5.1922, -1.2901, -1.5856], [3.1630, 3.0580, -0.1677], [2.4560, 1.9880, 1.0835], [0.7916, 3.0740, -1.2535], [0.9790, 3.8915, 0.3325], [0.2361, 2.3072, 0.2949], [6.1605, 2.6868, -1.2243], [6.7238, 1.0077, -1.4893], [7.7427, 2.8402, -2.8431], [6.2427, 2.9111, -3.8142], [7.2305, 1.3800, -3.6999], [1.6067, -0.3457, -5.5180], [3.2396, 0.7941, -3.8779], [4.3093, -0.6266, -4.2803], [4.1592, 1.6914, -5.6647], [2.9968, 0.7649, -6.5860], [4.7171, 0.1954, -6.3780], [-1.5742, 0.6706, -4.6333], [-0.6352, -1.7634, -5.5999], [0.0460, -0.5451, -6.7290], [-1.6752, -0.5991, -6.4483], [0.9274, 1.8379, -4.4191], [0.8273, 1.3443, -6.1206], [-1.3017, 3.0274, -4.6069], [-0.0116, 3.6578, -5.6080], [-1.2859, 3.5365, -7.4237], [-2.5505, 2.5649, -6.6061], [-1.0856, 1.8060, -7.3631], [-1.9882, -0.4833, 4.3443], [-2.5033, -1.3694, 5.0045], [-2.8509, -1.1903, 6.4062], [-3.4013, -2.1903, 7.1023], [-3.7373, -2.0671, 8.3857], [-3.6764, -3.5239, 6.4779], [-4.1622, -4.3999, 7.1709], [-3.3532, -3.7030, 5.0727], [-2.8049, -2.7011, 4.3681], [-2.5045, -2.8386, 3.0832], [-2.6468, -0.2264, 6.8479], [-4.1100, -2.9312, 8.6447], [-3.5731, -4.6642, 4.6301], [-2.1207, -1.9923, 2.7774], [-5.1465, 0.6658, 7.0109], [-5.2719, 1.7039, 7.6325], [-5.9386, 1.7872, 8.9229], [-6.0541, 2.9680, 9.5435], [-6.6532, 3.0964, 10.7255], [-5.5123, 4.2317, 8.9415], [-5.6657, 5.2753, 9.5473], [-4.8246, 4.1442, 7.6615], [-4.7060, 2.9630, 7.0424], [-4.0840, 2.8312, 5.8719], [-6.3261, 0.8708, 9.3453], [-6.6024, 4.0456, 10.9476], [-4.4236, 5.0578, 7.2460], [-4.1387, 1.8834, 5.6429]], "forces_ev_per_a": [[0.2, -0.2, 0.1], [-0.8, -0.3, -0.2], [0.6, 0.6, 0.7], [0.3, 0.1, 0.7], [0.2, -0.5, -0.5], [-0.2, -0.1, -0.1], [0.1, 0.6, -0.2], [-1.0, 0.1, 0.5], [0.7, -0.8, 1.1], [-0.8, 0.4, -0.1], [0.7, -0.2, 0.1], [0.1, -0.8, -0.1], [-0.7, 0.2, 0.7], [0.1, 0.6, -1.1], [0.1, -0.1, 0.0], [0.2, -0.3, 0.6], [-0.6, 0.1, -1.4], [1.7, 0.8, 1.9], [0.1, -0.2, 0.4], [0.2, -0.5, -1.2], [-0.6, 0.2, -0.2], [0.5, -0.1, 0.6], [-1.1, -0.7, 0.3], [1.0, 0.8, -1.1], [-0.2, -0.5, 0.9], [1.0, -0.4, -0.8], [0.5, 0.2, 0.4], [-0.1, 0.3, 0.0], [-0.3, 0.3, -1.4], [0.1, 0.3, 0.9], [-1.2, 0.4, -1.1], [0.3, 0.2, -0.9], [-0.1, 0.5, 0.1], [-0.4, -0.5, 1.0], [0.7, 0.2, -1.1], [0.5, 0.2, 0.7], [-0.4, 0.1, 0.6], [-0.8, 0.2, -0.1], [0.7, 0.1, 0.3], [0.0, -0.8, -1.1], [-0.2, 1.0, 1.0], [0.4, -0.4, -1.2], [0.3, -0.1, 0.1], [-0.2, -0.3, -0.1], [0.0, 0.1, -0.1], [-0.1, 0.1, 0.2], [-0.1, 0.3, 0.1], [-0.1, 0.1, -0.2], [0.2, 0.0, -0.1], [0.4, -0.1, -0.2], [0.0, 0.0, 0.2], [-0.2, 0.1, 0.1], [0.0, -0.4, 0.4], [0.1, 0.2, 0.0], [-0.3, 0.1, 0.0], [-0.2, 0.2, 0.0], [-0.1, 0.3, 0.1], [0.0, -0.1, 0.1], [0.2, 0.1, -0.1], [0.0, 0.0, 0.1], [-0.1, 0.0, -0.2], [-0.1, 0.0, -0.4], [-0.4, -0.3, 0.3], [-0.3, 0.1, 0.3], [0.0, 0.0, -0.3], [0.1, -0.1, -0.1], [-0.2, 0.3, -0.4], [-0.1, -0.3, 0.1], [0.2, -0.3, 0.3], [-0.2, 0.2, 0.5], [0.0, -0.1, -0.2], [0.2, -0.2, -0.2], [-0.3, -0.1, -0.2], [0.2, -0.2, 0.4], [0.0, 0.1, -0.1], [0.0, -0.3, 0.1], [0.1, -0.1, 0.1], [0.1, 0.0, -0.2], [-0.1, 0.4, 0.0], [0.0, -0.2, -0.1], [-0.1, 0.0, 0.2], [-0.3, 0.0, 0.0], [0.1, -0.2, -0.3], [-0.4, -0.1, 0.0], [-0.1, -0.4, -0.2], [0.0, 0.4, 0.5], [0.2, 0.0, -0.2], [0.1, 0.5, 0.2], [0.0, -0.3, -0.2], [0.0, -0.3, -0.5], [0.0, 0.2, 0.3], [-0.1, 0.0, 0.2], [-0.1, -0.4, -0.2], [0.1, 0.5, 0.3], [0.0, 0.0, 0.0], [0.0, 0.0, 0.0], [0.0, 0.0, 0.0], [0.0, -0.1, -0.3], [0.1, 0.1, -0.3], [-0.3, -0.2, 0.4], [0.1, -0.1, -0.1], [-0.2, -0.4, 0.2], [0.1, 0.3, -0.2], [0.3, 0.2, -0.4], [-0.1, -0.1, 0.2], [-0.1, 0.1, 0.1], [0.2, 0.4, -0.2], [-0.2, -0.3, 0.2], [0.0, 0.0, 0.0], [0.0, 0.0, 0.0], [0.0, 0.0, 0.0], [0.0, 0.0, -0.1]]}